16
Properties=species:S:1:pos:R:3:forces:R:3 method="wB97M-V/def2-TZVPD" de_lowest_ev=6.2102 gap_ev="8.5 / 7.9" lumo_energy_ev="-0.19 / 0.22" multiplicity=1 homo_ev="-8.69 / -7.72"
P -1.81714 0.41452 -0.91645 0.3 0.5 1.4
O 1.24346 0.02328 0.26423 0.6 0.2 0.2
N 0.37342 1.03942 0.56832 0.2 -0.5 -1.1
C -1.82579 2.24800 -1.38661 -1.0 -3.5 -2.8
C 0.91317 -1.17577 0.97614 -3.2 1.7 1.1
C 1.79509 -2.29595 0.61258 3.8 -0.9 3.3
H -1.05459 2.50680 -2.07341 1.1 0.2 0.0
H -2.70143 2.32793 -2.02802 -0.5 0.4 0.3
H 0.75842 1.76265 -0.08050 -0.5 -0.4 0.5
H 1.60259 -3.27052 1.14946 -0.6 1.1 -0.8
H -0.03770 -1.46435 0.51691 -0.5 0.0 0.1
H 2.90591 -2.15827 0.95075 -1.7 0.2 -0.7
H -1.89981 2.73930 -0.52073 -0.1 2.5 2.9
H -2.60949 0.48411 0.37440 0.8 0.2 -1.5
H 0.55415 -0.80599 2.02428 1.5 -1.3 -1.3
H 1.79975 -2.37517 -0.43136 -0.1 -0.5 -1.5

16
Properties=species:S:1:pos:R:3:forces:R:3 method="wB97M-V/def2-TZVPD" de_lowest_ev=0.2143 gap_ev=7.0 lumo_energy_ev=4.08 multiplicity=1 charge=-1 homo_ev=-2.96
S -1.29848 -1.21284 1.10651 0.7 -0.1 -0.5
O -3.00885 0.63323 -0.92788 -0.6 1.1 -0.1
N 1.77362 -0.27438 1.28725 -0.1 -0.3 0.5
C 1.11351 -0.14434 -0.02375 -0.5 -0.2 0.4
C 0.08855 -1.27099 -0.16723 -1.2 -0.3 0.6
C 0.53382 1.25455 -0.19727 0.5 0.2 -1.9
H 1.84060 -0.36596 -0.81807 0.2 0.5 0.1
H -2.79651 -0.03411 -1.56822 0.3 -0.6 -0.1
H 0.59002 -2.24250 -0.09383 0.2 0.1 0.3
H 1.68324 0.57805 1.83345 0.1 0.2 -0.4
H -0.36229 -1.33044 -1.16200 0.1 0.5 -0.1
H 1.29909 2.00472 0.01188 0.0 0.1 0.4
H 1.14896 -0.87676 1.82648 0.1 -0.2 0.0
H -2.55081 0.37322 -0.11026 0.3 -0.6 0.1
H 0.34962 1.40758 -1.27645 -0.1 -0.1 0.2
H -0.40409 1.50099 0.27939 0.0 -0.4 0.6

16
Properties=species:S:1:pos:R:3:forces:R:3 method="wB97M-V/def2-TZVPD" de_lowest_ev=0.8880 gap_ev=6.7 lumo_energy_ev=4.04 multiplicity=1 charge=-1 homo_ev=-2.61
S 0.18106 1.70368 2.16546 0.8 0.0 0.2
O 0.88525 -1.89571 1.72033 -0.9 0.7 1.0
N 0.85257 -1.00187 -1.72232 0.2 -0.8 0.7
C -0.17805 1.05707 -0.60946 0.1 0.1 -0.4
C -0.85035 1.29483 0.73653 -1.3 -0.9 1.2
C -0.38459 -0.40213 -1.16440 1.8 1.3 0.0
H -0.70823 -1.05025 -0.35602 -0.3 -0.1 -0.1
H -1.74231 1.94345 0.83066 0.5 0.1 -0.9
H 0.87071 1.40182 -0.52974 -0.1 -0.9 0.2
H -1.27816 0.32404 1.02892 -0.1 0.1 -0.2
H 1.01798 -0.93349 1.90676 0.2 -0.2 -0.4
H 1.30083 -1.47251 -0.93683 -0.1 -0.2 -0.1
H 1.55245 -0.31447 -1.95816 -0.2 0.5 -0.2
H -1.08142 -0.34688 -1.99009 -0.6 -0.2 0.1
H 0.08698 -2.00604 2.28544 0.7 -0.2 -0.6
H -0.52470 1.69847 -1.40709 -0.6 0.6 -0.2

16
Properties=species:S:1:pos:R:3:forces:R:3 method="wB97M-V/def2-TZVPD" de_lowest_ev=5.3002 gap_ev=7.2 lumo_energy_ev=3.93 multiplicity=1 charge=-1 homo_ev=-3.25
S 1.07660 1.76915 -1.12781 0.0 0.1 0.7
O -1.48535 2.35129 0.31425 -1.0 2.3 -2.2
N 0.33250 -2.51682 0.38739 1.9 1.3 -3.7
C -0.21756 -0.35295 1.22081 1.1 1.5 0.7
C 0.39571 0.06371 -1.12205 2.1 -1.0 -2.7
C 0.66774 -0.84191 0.12977 -3.1 1.9 1.6
H 1.14162 -0.31479 -1.90006 -1.5 -0.2 0.4
H -0.64205 0.10717 -1.58283 1.1 -0.7 1.1
H -0.51885 -2.64666 -0.21687 0.8 0.3 0.4
H 0.24491 -0.83990 2.12002 -1.7 0.8 -0.3
H -0.57482 2.20125 -0.08750 0.0 0.0 0.3
H -1.25543 -0.25576 0.97539 -1.0 -1.6 0.2
H -1.77235 3.05940 -0.38351 0.5 -1.9 2.0
H 1.09421 -1.83135 -0.47542 -1.4 -3.7 0.8
H -0.08860 0.71455 1.12844 0.9 0.8 1.3
H 1.60173 -0.66638 0.61998 1.3 0.1 -0.7

16
Properties=species:S:1:pos:R:3:forces:R:3 method="wB97M-V/def2-TZVPD" de_lowest_ev=2.3627 gap_ev=6.0 lumo_energy_ev=3.29 multiplicity=1 charge=-1 homo_ev=-2.73
S -3.30463 -0.37683 0.90692 0.2 -0.5 -0.2
O 0.77651 0.93468 -0.83644 0.1 0.2 -0.3
N 1.99550 -1.12240 -1.14344 1.2 0.8 -0.9
C -0.58115 0.23184 1.40735 1.9 -0.2 -1.0
C 1.76264 0.33769 -1.49107 -0.8 -0.4 -0.2
C -1.79341 0.60050 0.57796 -1.3 1.0 1.4
H -2.23756 1.51975 0.99517 0.5 0.2 -0.3
H -0.61475 -0.65990 2.02649 -0.6 0.0 0.3
H 0.27094 0.08228 0.68261 -0.9 0.1 0.3
H 1.58121 0.34520 -2.60981 0.4 0.0 0.3
H 2.70747 -1.24139 -0.44183 -0.5 -0.3 0.3
H -1.63621 0.80989 -0.47182 0.4 -0.6 -0.1
H -0.17369 1.08414 1.95884 -0.5 -0.1 0.3
H 2.74956 0.80650 -1.27973 0.3 -0.2 -0.3
H -2.73164 -1.58395 0.89543 -0.1 -0.2 -0.1
H 1.22921 -1.76798 -1.17663 -0.2 0.1 0.4

16
Properties=species:S:1:pos:R:3:forces:R:3 method="wB97M-V/def2-TZVPD" de_lowest_ev=1.6758 gap_ev=6.5 lumo_energy_ev=3.52 multiplicity=1 charge=-1 homo_ev=-3.00
S 1.97050 0.63467 -1.15785 0.2 -0.2 -0.1
O -1.05982 -0.76982 0.38160 0.0 0.0 0.1
N -3.12403 -0.26373 1.50616 0.1 0.0 0.1
C 1.29531 1.12143 0.44440 -0.2 0.7 -0.2
C -1.61480 -0.46353 1.55072 -0.6 -0.4 -0.2
C 0.86525 -0.68995 -1.76478 0.4 0.7 0.1
H -1.51433 -1.24757 2.34782 0.2 0.1 0.0
H -1.25726 0.48485 1.98520 0.3 0.3 0.3
H 0.24125 0.83360 0.49457 0.2 -0.6 0.1
H -3.28403 0.07958 0.56255 0.0 0.0 0.0
H -0.10314 -0.25358 -1.94709 -0.4 -0.2 0.2
H -3.52816 -1.19430 1.51262 -0.1 -0.1 -0.2
H 1.89463 0.77414 1.28688 -0.2 -0.3 -0.1
H 1.30392 -0.94202 -2.72895 0.1 -0.3 0.0
H 1.31098 2.21042 0.45833 0.2 0.2 0.0
H 0.79761 -1.51734 -1.06328 -0.1 0.1 -0.1

16
Properties=species:S:1:pos:R:3:forces:R:3 method="wB97M-V/def2-TZVPD" de_lowest_ev=2.0221 gap_ev="9.1 / 6.1" lumo_energy_ev="0.73 / -2.25" multiplicity=2 homo_ev="-8.33 / -8.33"
S -1.15379 0.84195 -2.38601 -0.1 -0.3 -0.5
O 1.25288 -0.29913 0.29814 0.0 -0.6 0.4
N 0.43309 -1.36900 2.46643 0.6 1.0 -2.3
C 1.14212 -0.28566 1.58796 -0.7 -0.3 3.0
C -1.27117 1.39340 -0.68418 -0.1 0.0 0.4
C 0.07894 -0.47831 -2.27927 1.0 1.0 -1.2
H -0.31086 -1.39585 -1.90042 -0.2 -0.5 0.4
H -0.19236 -0.76987 2.99444 -0.3 -0.6 0.3
H 0.94651 -0.11764 -1.75336 -0.1 -0.1 0.6
H -0.60503 2.22447 -0.49351 0.3 0.1 0.1
H 0.55184 -0.63686 -3.26469 -0.9 0.0 0.0
H -1.06375 0.59617 0.02650 0.0 -0.1 -0.1
H -0.14185 -1.88616 1.79998 -0.1 -0.2 0.4
H -2.28397 1.73801 -0.48989 -0.1 0.0 -0.1
H 0.52226 0.59273 1.93599 0.7 0.3 -0.8
H 2.09516 -0.14824 2.14188 0.2 0.3 -0.5

15
Properties=species:S:1:pos:R:3:forces:R:3 method="wB97M-V/def2-TZVPD" de_lowest_ev=1.8496 gap_ev=6.2 lumo_energy_ev=3.92 multiplicity=1 charge=-1 homo_ev=-2.28
S -2.62779 -0.21768 -0.50052 -0.2 -0.3 -0.2
N 0.41137 -1.77646 0.06652 -0.3 -1.2 -2.2
C -2.44618 1.25480 0.54267 -0.7 0.3 1.1
C 1.23408 -0.86224 -0.73337 -0.4 0.3 -2.3
C 1.93684 0.24676 0.03406 -0.1 3.7 -3.1
H 2.10910 -1.31254 -1.28049 -0.9 -0.7 0.6
H -1.36457 1.46677 0.70409 -0.7 0.0 0.3
H -0.50074 -1.93544 -0.44730 1.3 0.5 1.0
H 1.69362 0.24607 1.01855 -1.0 0.0 3.1
H 1.73079 1.45647 -0.32360 0.4 -3.5 0.7
H 0.13079 -1.44373 0.95518 -0.1 0.8 0.7
H -3.02637 1.13912 1.55239 1.3 0.2 -1.5
H -2.89689 2.13933 0.04792 0.3 -0.3 0.2
H 3.01011 0.12568 0.01017 0.4 0.0 -0.2
H 0.60586 -0.52691 -1.64627 0.7 0.1 1.7

15
Properties=species:S:1:pos:R:3:forces:R:3 method="wB97M-V/def2-TZVPD" de_lowest_ev=1.5275 gap_ev=7.1 lumo_energy_ev=-5.57 multiplicity=1 charge=+1 homo_ev=-12.65
S 1.78036 0.74013 0.89397 -0.5 -0.2 -0.2
N -0.54015 -0.28136 -2.57997 0.2 -0.6 -0.7
C -0.66335 -0.30832 1.85876 0.6 0.4 0.7
C 0.77574 -0.69361 1.56378 0.2 1.3 -0.9
C -0.06036 0.83366 -2.19931 -0.3 -0.4 0.2
H 1.31434 -1.02112 2.44280 0.0 -0.4 -0.1
H -0.19544 -0.71404 -3.44226 0.0 -0.1 0.5
H -1.21990 -0.18671 0.93316 -0.3 -0.2 0.1
H 0.77556 1.22288 -2.76627 -0.1 0.4 0.2
H -1.26698 -0.80109 -2.09135 -0.1 0.4 0.0
H -1.05990 -1.04598 2.55074 -0.5 -0.2 -0.4
H 0.79142 -1.36415 0.70986 0.2 -0.7 0.5
H -0.72218 0.63515 2.40844 0.1 0.0 -0.1
H 0.83482 1.66908 1.08104 0.1 0.1 0.1
H -0.54395 1.31548 -1.36341 0.4 0.3 0.2

15
Properties=species:S:1:pos:R:3:forces:R:3 method="wB97M-V/def2-TZVPD" de_lowest_ev=3.5176 gap_ev=8.1 lumo_energy_ev=-6.10 multiplicity=1 charge=+1 homo_ev=-14.20
S 0.34334 -0.18846 -0.04512 -0.8 0.0 -3.7
N -1.10754 1.95829 1.02402 0.7 0.0 0.2
C 2.10224 -1.30670 -0.37532 -1.8 0.9 1.5
C -1.24318 0.55747 0.89291 0.0 -0.7 1.6
C -0.59616 -0.81957 -1.73422 1.7 1.5 2.2
H -2.13430 0.35150 0.30461 0.4 -0.4 -0.5
H -0.50178 0.05606 -2.35928 -0.3 0.0 -0.3
H 0.07168 -1.60611 -2.04806 -0.5 -0.4 -0.2
H -1.90586 2.27391 1.57563 -0.2 0.2 -0.4
H -1.59936 -1.04503 -1.40522 0.0 -0.4 -0.3
H 1.70132 -2.18890 -0.85050 0.2 -0.1 0.1
H 2.43809 -1.39512 0.64651 0.5 -0.3 -0.1
H -0.29130 2.21712 1.57028 0.0 -0.1 0.0
H 2.60643 -0.56816 -0.98342 0.0 0.0 0.0
H -1.28229 -0.03333 1.80717 0.2 0.0 0.0

Please write out number 1 again, unchanged.
16
Properties=species:S:1:pos:R:3:forces:R:3 method="wB97M-V/def2-TZVPD" de_lowest_ev=6.2102 gap_ev="8.5 / 7.9" lumo_energy_ev="-0.19 / 0.22" multiplicity=1 homo_ev="-8.69 / -7.72"
P -1.81714 0.41452 -0.91645 0.3 0.5 1.4
O 1.24346 0.02328 0.26423 0.6 0.2 0.2
N 0.37342 1.03942 0.56832 0.2 -0.5 -1.1
C -1.82579 2.24800 -1.38661 -1.0 -3.5 -2.8
C 0.91317 -1.17577 0.97614 -3.2 1.7 1.1
C 1.79509 -2.29595 0.61258 3.8 -0.9 3.3
H -1.05459 2.50680 -2.07341 1.1 0.2 0.0
H -2.70143 2.32793 -2.02802 -0.5 0.4 0.3
H 0.75842 1.76265 -0.08050 -0.5 -0.4 0.5
H 1.60259 -3.27052 1.14946 -0.6 1.1 -0.8
H -0.03770 -1.46435 0.51691 -0.5 0.0 0.1
H 2.90591 -2.15827 0.95075 -1.7 0.2 -0.7
H -1.89981 2.73930 -0.52073 -0.1 2.5 2.9
H -2.60949 0.48411 0.37440 0.8 0.2 -1.5
H 0.55415 -0.80599 2.02428 1.5 -1.3 -1.3
H 1.79975 -2.37517 -0.43136 -0.1 -0.5 -1.5